Record 1
{"formula": "C2H9N2PS3", "method": "ωB97M-V/def2-TZVPD", "species": ["C", "C", "N", "N", "P", "S", "S", "S", "H", "H", "H", "H", "H", "H", "H", "H", "H"], "xyz": [[1.05, -2.66, 0.77], [-1.89, 2.33, 1.30], [1.30, 0.35, -2.30], [0.30, -0.51, -2.23], [-0.36, -0.12, 0.20], [1.15, 1.02, 0.73], [-0.52, -1.92, 1.31], [-2.28, 0.74, 0.52], [0.95, -3.01, -0.25], [1.24, -3.49, 1.45], [1.84, -1.92, 0.85], [-2.34, 3.12, 0.71], [-0.81, 2.46, 1.34], [-2.31, 2.32, 2.30], [1.13, 1.35, -2.30], [2.11, 0.07, -1.76], [-0.55, -0.12, -2.64]], "e_homo_ha": [-0.2895, -0.2797], "total_charge": 0, "gap_ev": [7.121, 7.438], "de_lowest_kj_mol": 0.00}



Record 2
{"formula": "C8H16P", "method": "ωB97M-V/def2-TZVPD", "species": ["C", "C", "C", "C", "C", "C", "C", "C", "P", "H", "H", "H", "H", "H", "H", "H", "H", "H", "H", "H", "H", "H", "H", "H", "H"], "xyz": [[-1.12, -0.75, 0.13], [-1.37, 0.57, 0.03], [0.19, -1.20, 0.56], [0.72, 1.57, 0.78], [-2.34, -1.66, -0.09], [-2.26, 1.70, 0.05], [2.87, -0.50, 0.55], [1.43, 0.32, -1.70], [1.27, 0.14, 0.08], [0.36, -1.34, 1.62], [0.34, -2.30, 0.18], [0.87, 2.59, 0.50], [0.37, 1.69, 1.74], [-2.55, -1.71, -1.15], [-3.17, -1.37, 0.42], [-2.09, -2.79, 0.17], [-1.88, 2.71, -0.36], [-2.59, 2.01, 1.05], [-3.31, 1.48, -0.40], [3.03, -1.50, 0.37], [3.08, -0.51, 1.69], [3.66, -0.04, 0.18], [2.53, 0.69, -1.94], [0.61, 0.93, -2.21], [1.36, -0.74, -2.26]], "e_homo_ha": [-0.4733, -0.4733], "total_charge": 1, "gap_ev": [8.873, 8.874], "de_lowest_kj_mol": 75.89}



Record 3
{"formula": "C12H28F9O11Zr", "method": "ωB97M-V/def2-TZVPD", "species": ["Zr", "C", "O", "O", "C", "F", "F", "F", "C", "C", "H", "H", "H", "H", "H", "H", "C", "O", "O", "C", "F", "F", "F", "C", "C", "H", "H", "H", "H", "H", "H", "C", "O", "O", "C", "F", "F", "F", "C", "C", "H", "H", "H", "H", "H", "H", "O", "H", "H", "O", "H", "H", "O", "H", "H", "O", "H", "H", "O", "H", "H"], "xyz": [[1.12, -0.50, -0.01], [2.31, -0.21, -3.32], [1.08, -0.77, -3.77], [2.37, -0.54, -1.99], [3.51, -0.76, -4.13], [3.44, -0.31, -5.39], [4.66, -0.37, -3.58], [3.52, -2.10, -4.21], [0.34, 0.06, -4.65], [-0.72, -0.79, -5.32], [-0.23, -1.27, -6.16], [-1.14, -1.50, -4.60], [-1.55, -0.19, -5.70], [0.94, 0.56, -5.42], [-0.06, 0.91, -4.08], [2.27, 0.88, -3.40], [-1.68, 1.37, -0.94], [-2.54, 0.67, -0.03], [-0.54, 0.62, -0.94], [-2.33, 1.65, -2.32], [-3.40, 2.44, -2.26], [-1.48, 2.28, -3.14], [-2.62, 0.46, -2.90], [-3.45, 1.46, 0.73], [-4.32, 0.48, 1.50], [-5.04, -0.08, 0.91], [-3.70, -0.26, 2.02], [-4.92, 1.02, 2.23], [-4.11, 2.04, 0.08], [-2.95, 2.15, 1.41], [-1.58, 2.38, -0.50], [0.82, 1.00, 3.26], [1.09, 0.01, 4.23], [1.03, 0.40, 2.03], [-0.48, 1.77, 3.50], [-0.55, 2.77, 2.61], [-1.56, 0.98, 3.23], [-0.58, 2.29, 4.71], [0.05, -0.67, 4.91], [0.61, -1.22, 6.23], [0.88, -0.42, 6.91], [-0.02, -2.01, 6.62], [1.56, -1.73, 6.03], [-0.34, -1.49, 4.29], [-0.82, -0.09, 5.22], [1.64, 1.71, 3.38], [1.85, 1.59, -0.33], [1.47, 2.45, -0.12], [2.78, 1.77, -0.56], [1.63, -2.48, 0.90], [1.95, -3.22, 0.35], [1.77, -2.75, 1.81], [-0.87, -1.40, 0.90], [-1.15, -2.00, 1.60], [-1.67, -0.87, 0.66], [0.26, -2.07, -1.33], [0.59, -2.27, -2.23], [-0.44, -2.72, -1.16], [3.38, -0.35, 0.63], [3.74, -0.40, 1.53], [4.16, -0.36, 0.05]], "e_homo_ha": -0.4515, "total_charge": 1, "gap_ev": 8.891, "de_lowest_kj_mol": 75.80}



Record 4
{"formula": "C8H15N2S", "method": "ωB97M-V/def2-TZVPD", "species": ["C", "C", "C", "C", "C", "C", "C", "C", "N", "N", "S", "H", "H", "H", "H", "H", "H", "H", "H", "H", "H", "H", "H", "H", "H", "H"], "xyz": [[2.30, 1.83, -1.34], [0.81, 0.13, 0.14], [3.08, 2.46, -2.18], [0.13, 1.57, -1.75], [-0.08, 0.82, -3.11], [-1.41, -0.20, 2.41], [-0.33, -2.64, 2.29], [-0.60, -1.29, 1.57], [-0.11, 0.56, -0.71], [0.65, -0.70, 1.12], [2.42, 0.91, 0.15], [4.14, 2.94, -1.93], [2.80, 2.64, -3.14], [-0.16, 2.55, -1.81], [0.61, -0.03, -3.32], [0.23, 1.60, -3.89], [-1.07, 0.61, -3.19], [-1.51, -0.38, 3.43], [-0.88, 0.70, 2.27], [-2.44, 0.02, 2.10], [0.34, -2.42, 3.18], [0.25, -3.26, 1.68], [-1.29, -3.04, 2.41], [-1.11, -1.37, 0.67], [-1.07, 0.44, -0.48], [1.41, -1.12, 1.62]], "e_homo_ha": -0.4649, "total_charge": 1, "gap_ev": 9.215, "de_lowest_kj_mol": 378.66}



Record 5
{"formula": "C25H19BrCoN6S2", "method": "ωB97M-V/def2-TZVPD", "species": ["Co", "N", "C", "N", "C", "N", "N", "C", "C", "C", "C", "C", "C", "N", "C", "C", "C", "C", "C", "C", "H", "H", "H", "H", "H", "H", "H", "H", "H", "H", "H", "S", "C", "C", "C", "C", "C", "C", "S", "H", "H", "H", "H", "Br", "C", "C", "C", "C", "C", "N", "H", "H", "H", "H"], "xyz": [[0.39, -0.46, 0.23], [-1.57, 1.88, -2.63], [-0.80, 0.95, -2.06], [-0.67, 0.81, -0.77], [-1.40, 1.63, 0.09], [-1.35, 1.43, 1.38], [-0.50, 0.40, 1.65], [-0.39, -0.13, 2.80], [0.59, -1.22, 2.86], [0.92, -1.92, 4.00], [1.93, -2.86, 3.94], [2.59, -3.07, 2.74], [2.19, -2.36, 1.62], [1.20, -1.47, 1.67], [-2.22, 2.69, -0.47], [-2.93, 3.60, 0.32], [-3.69, 4.58, -0.28], [-3.75, 4.67, -1.67], [-3.05, 3.79, -2.47], [-2.29, 2.80, -1.86], [-1.62, 1.93, -3.63], [-0.26, 0.26, -2.70], [-0.97, 0.22, 3.65], [0.38, -1.72, 4.92], [2.21, -3.43, 4.82], [3.40, -3.78, 2.66], [2.63, -2.52, 0.65], [-2.87, 3.51, 1.39], [-4.25, 5.27, 0.33], [-4.35, 5.44, -2.14], [-3.08, 3.87, -3.55], [1.09, -1.75, -1.49], [-0.16, -2.96, -1.75], [-0.02, -3.88, -2.78], [-0.99, -4.83, -3.02], [-2.13, -4.87, -2.22], [-2.28, -3.96, -1.19], [-1.29, -3.00, -0.95], [-1.51, -1.85, 0.35], [0.88, -3.84, -3.40], [-0.87, -5.55, -3.82], [-2.90, -5.62, -2.39], [-3.15, -3.98, -0.55], [2.56, 1.06, -2.51], [2.93, 1.46, -0.70], [4.03, 2.26, -0.46], [4.30, 2.63, 0.85], [3.45, 2.19, 1.85], [2.39, 1.38, 1.51], [2.12, 1.00, 0.24], [4.65, 2.58, -1.28], [5.15, 3.26, 1.07], [3.60, 2.47, 2.88], [1.73, 1.01, 2.27]], "e_homo_ha": -0.3452, "total_charge": 1, "gap_ev": 5.528}



Question: What is the formula in the third record?
Answer: C12H28F9O11Zr